Molecular formula: C4H6FN3O
Method: DFT, the ωB97M-V functional and the def2-TZVPD basis

ORCA input file:
```
! RIJCOSX wB97M-V def2-TZVPD def2/J DEFGRID3
* xyz 0 1
N 1.74070 -1.06028 -0.31456
C 0.62560 -0.44200 0.31046
F 0.84249 -0.49771 1.67575
C 0.57312 1.17531 -0.09686
C -0.77660 1.67428 0.27655
N -1.83673 0.99440 0.23607
C -1.83212 -0.34630 -0.15229
O -2.81242 -0.90387 -0.56819
N -0.63779 -1.02089 0.00143
H 1.57338 -1.21479 -1.30052
H 1.97335 -1.93828 0.13559
H 0.74742 1.23070 -1.16963
H 1.37411 1.67648 0.43739
H -0.86678 2.70100 0.61930
H -0.68772 -2.02806 -0.09047
*
```

Summary:
SMILES string = N[C@@]1(F)CC=NC(=O)N1
HOMO level = -10.165 eV

Results of the Mulliken charge analysis, in e, for atoms 1 through 8: N -0.643; C 0.687; F -0.351; C -0.796; C 0.099; N -0.488; C 0.369; O -0.564

=====

Molecular formula: C4H6FNO
Method: DFT, the ωB97M-V functional and the def2-TZVPD basis

ORCA input file:
```
! RIJCOSX wB97M-V def2-TZVPD def2/J DEFGRID3
* xyz 0 1
C 1.89419 -0.58763 -0.24625
C -1.50305 -0.55576 1.14663
C -0.77283 0.34510 -0.94676
C 1.91432 0.77325 -0.59755
N 1.93995 -1.71199 0.05756
O -1.50545 0.54416 0.18841
F 1.47580 1.76063 0.35097
H -1.73186 -0.01186 2.15481
H -0.61154 -1.21224 1.29952
H -2.47676 -1.06425 0.83306
H -0.29986 -0.63804 -1.15252
H -0.82924 1.16220 -1.70942
H 2.50632 1.19642 -1.37845
*
```

Summary:
HOMO level (spin up / spin down) = -8.888 / -7.580 eV

Results of the Mulliken charge analysis, in e, for atoms 1 through 8: C 0.474; C -0.554; C -0.611; C -0.319; N -0.430; O -0.249; F -0.246; H 0.214

=====

Molecular formula: C4H6FNO2
Method: DFT, the ωB97M-V functional and the def2-TZVPD basis

ORCA input file:
```
! RIJCOSX wB97M-V def2-TZVPD def2/J DEFGRID3
* xyz 0 1
N -0.61134 -0.32181 1.73286
C 0.31790 -0.46683 0.61882
F 1.39733 -1.17974 1.04739
C 0.71194 0.89512 0.03255
C 0.07099 0.88898 -1.34842
O -0.20265 -0.46861 -1.68930
C -0.38417 -1.19207 -0.55509
O -1.05882 -2.19063 -0.50239
H -1.48309 0.02499 1.36104
H -0.77594 -1.23921 2.12339
H 1.78711 0.88924 -0.04528
H 0.31808 1.62353 0.71602
H 0.75049 1.26382 -2.09815
H -0.83783 1.47322 -1.39344
*
```

Summary:
SMILES string = N[C@]1(F)CCOC1=O
HOMO level = -10.039 eV

Results of the Mulliken charge analysis, in e, for atoms 1 through 8: N -0.733; C 1.355; F -0.348; C -0.997; C -0.323; O -0.353; C 0.198; O -0.547

=====

Molecular formula: C4H6FNO2
Method: DFT, the ωB97M-V functional and the def2-TZVPD basis

ORCA input file:
```
! RIJCOSX wB97M-V def2-TZVPD def2/J DEFGRID3
* xyz 0 1
C 0.52915 2.33537 -0.29439
C 0.10550 0.95331 0.30567
C -0.71559 0.93504 1.32820
F -1.33305 -0.12732 1.84100
N 0.05176 -0.22062 -0.55893
O 0.59653 -0.04684 -1.80279
C 0.34402 -1.57176 0.07157
O 0.39136 -2.50213 -0.75853
H 1.64178 2.34151 -0.72464
H 0.46158 3.07134 0.54664
H -0.14425 2.50354 -1.14833
H -0.73776 1.88007 1.84212
H 0.70702 -0.95687 -2.33286
H 0.22505 -1.66945 1.18482
*
```

Summary:
SMILES string = C/C(=C/F)N(O)C=O
HOMO level = -8.432 eV

Results of the Mulliken charge analysis, in e, for atoms 1 through 8: C -0.970; C 0.369; C -0.344; F -0.241; N 0.148; O -0.487; C 0.174; O -0.559

=====

Molecular formula: C4H6FNOS
Method: DFT, the ωB97M-V functional and the def2-TZVPD basis

ORCA input file:
```
! RIJCOSX wB97M-V def2-TZVPD def2/J DEFGRID3
* xyz 0 1
C -2.21109 -1.79355 0.08164
O -2.34863 -0.36882 0.08233
C -1.04911 0.22965 0.03152
S -0.95697 1.83892 0.05105
N 0.04635 -0.51614 -0.47677
C 1.35696 0.01384 -0.09726
C 2.46278 -0.69720 0.09465
F 3.71560 -0.07275 0.08345
H -3.28282 -2.26254 -0.05713
H -1.90488 -2.20711 1.05365
H -1.61744 -1.98280 -0.76948
H -0.16504 -1.54160 -0.01803
H 1.27699 1.06386 -0.21637
H 2.67158 -1.79065 0.45506
*
```

Summary:
SMILES string = COC(=S)N/C=C/F
HOMO level = -8.958 eV

Results of the Mulliken charge analysis, in e, for atoms 1 through 8: C -0.820; O -0.271; C 0.508; S -0.387; N -0.281; C -0.202; C -0.164; F -0.247

=====

Molecular formula: C4H6FOS
Method: DFT, the ωB97M-V functional and the def2-TZVPD basis

ORCA input file:
```
! RIJCOSX wB97M-V def2-TZVPD def2/J DEFGRID3
* xyz -1 1
C -1.71708 0.29204 0.05049
C 0.65671 0.34564 1.20064
C 0.63941 -0.67659 -1.09648
C 0.19649 0.42069 -0.26208
O -2.31417 1.24070 0.45608
F 0.49961 1.65610 -0.95004
S -2.19110 -1.19109 -0.25764
H 0.31394 -0.61802 1.56084
H 1.68173 0.51673 1.41756
H 0.01696 1.06242 1.82543
H -0.30711 -1.11364 -1.46937
H 1.20585 -1.49228 -0.50882
H 1.31875 -0.44268 -1.96660
*
```

Summary:
HOMO level = -3.391 eV

Results of the Mulliken charge analysis, in e, for atoms 1 through 8: C 0.335; C -1.450; C -1.035; C 0.904; O -0.572; F -0.405; S -0.587; H 0.370

=====

Molecular formula: C4H6GdMgO5
Method: DFT, the ωB97M-V functional and the def2-TZVPD basis

ORCA input file:
```
! RIJCOSX wB97M-V def2-TZVPD def2/J DEFGRID3
* xyz 2 9
C -1.74041 -0.59209 -2.26889
O -1.85769 0.46450 -1.59196
O -2.40768 -0.81016 -3.25816
Gd -3.96643 1.53929 -3.04865
O 0.27227 2.22882 1.52935
O 1.13758 0.23496 -0.99013
C 1.15571 -0.95509 -0.53195
C 1.23022 -0.92575 0.98612
O 0.24071 -0.04824 1.47440
C 0.64140 1.15071 2.24916
Mg -0.29512 1.37797 -0.09991
H -0.54910 -1.21280 -1.90733
H 1.04493 -2.01165 -0.83936
H 2.24160 -0.61226 1.29461
H 1.04025 -1.94416 1.36114
H 0.08445 1.05783 3.19932
H 1.72732 1.05811 2.44224
*
```

Summary:
HOMO level (spin up / spin down) = -15.031 / -15.031 eV
⟨S²⟩ = 20.02

Results of the Mulliken charge analysis, in e, for atoms 1 through 8: C 1.073; O -0.319; O -0.566; Gd 1.070; O -0.765; O -0.571; C 0.128; C -0.331

=====

Molecular formula: C4H6HgO3
Method: DFT, the ωB97M-V functional and the def2-TZVPD basis

ORCA input file:
```
! RIJCOSX wB97M-V def2-TZVPD def2/J DEFGRID3
* xyz 0 3
C 0.52110 -0.75602 2.39120
O 1.66152 -0.57596 1.92385
Hg 1.37035 -0.74911 -0.24127
O -0.17718 -1.54293 1.42388
C -1.31229 -2.26639 1.84386
H -1.28740 -3.28277 1.42667
H -1.31668 -2.33726 2.94090
H -2.21754 -1.75879 1.48557
O 0.34379 1.40359 -0.69419
C 0.36359 2.33266 -1.52619
C 0.53587 2.11010 -2.91458
H 0.23294 3.36980 -1.17275
H 0.58271 2.95584 -3.60020
H 0.69922 1.09725 -3.28674
*
```

Summary:
HOMO level (spin up / spin down) = -7.289 / -8.031 eV
⟨S²⟩ = 2.03

Results of the Mulliken charge analysis, in e, for atoms 1 through 8: C -0.140; O -0.387; Hg 0.521; O -0.130; C -0.674; H 0.238; H 0.287; H 0.254

=====

Molecular formula: C4H6IN2
Method: DFT, the ωB97M-V functional and the def2-TZVPD basis

ORCA input file:
```
! RIJCOSX wB97M-V def2-TZVPD def2/J DEFGRID3
* xyz 1 1
C -1.09503 -0.62921 0.14362
N 0.25154 -0.11211 0.00507
C 0.48760 1.16385 -0.19965
C 1.84635 1.37456 -0.29600
N 2.43694 0.14214 -0.20015
I 4.48210 -0.11591 -0.01771
C 1.38727 -0.77683 0.11064
H -1.55365 -0.78352 -0.81928
H -1.34664 -1.43037 0.80753
H -1.79696 0.07141 0.47379
H -0.40738 1.70367 -0.48560
H 2.52523 2.15563 -0.55954
H 1.51134 -1.77233 0.27377
*
```

Summary:
SMILES string = Cn1cc[n+](I)c1
HOMO level = -14.012 eV

Results of the Mulliken charge analysis, in e, for atoms 1 through 8: C -0.939; N 0.146; C -0.298; C -0.296; N -0.316; I 0.423; C -0.152; H 0.402

=====

Molecular formula: C4H6IN2
Method: DFT, the ωB97M-V functional and the def2-TZVPD basis

ORCA input file:
```
! RIJCOSX wB97M-V def2-TZVPD def2/J DEFGRID3
* xyz 1 3
C -0.73298 1.82317 -0.71032
C -0.16679 -1.68593 -0.01438
C -0.75404 0.59519 0.00921
C 1.51733 -0.03646 0.38561
N -0.51796 1.93111 0.53686
N 0.15838 -0.45752 0.09733
I -3.63262 -0.34628 0.07614
H -0.85278 2.35104 -1.63012
H 0.58333 -2.45892 0.08100
H -1.19766 -1.96139 -0.19703
H 1.52959 0.60576 1.26830
H 1.90976 0.54133 -0.45503
H 2.15642 -0.90110 0.55243
*
```

Summary:
HOMO level (spin up / spin down) = -12.417 / -13.634 eV
⟨S²⟩ = 2.01

Results of the Mulliken charge analysis, in e, for atoms 1 through 8: C -0.112; C 0.196; C 0.239; C -0.899; N -0.410; N 0.133; I 0.189; H 0.346

=====

Molecular formula: C4H6INO
Method: DFT, the ωB97M-V functional and the def2-TZVPD basis

ORCA input file:
```
! RIJCOSX wB97M-V def2-TZVPD def2/J DEFGRID3
* xyz 0 1
C 0.01480 -0.71076 -0.70639
C 0.14929 0.06909 0.55705
O -0.81569 -0.32495 1.48890
C 0.09925 1.84474 0.38330
I 1.97009 2.61307 1.24365
C -0.94139 2.43325 1.08327
N -1.80895 2.84937 1.70205
H -1.01515 -0.51456 -1.18378
H 0.18030 -1.80161 -0.62051
H 0.73230 -0.52999 -1.58341
H 1.06291 0.01347 1.14816
H -1.32552 0.40615 1.87659
H 0.29057 2.03353 -0.60942
*
```

Summary:
SMILES string = C[C@H](O)[C@H](I)C#N
HOMO level = -10.046 eV

Results of the Mulliken charge analysis, in e, for atoms 1 through 8: C -1.161; C 0.395; O -0.528; C -0.823; I 0.120; C 0.404; N -0.412; H 0.269

=====

Molecular formula: C4H6INO
Method: DFT, the ωB97M-V functional and the def2-TZVPD basis

ORCA input file:
```
! RIJCOSX wB97M-V def2-TZVPD def2/J DEFGRID3
* xyz 0 1
C 0.50632 0.63966 0.43006
C 1.74934 -0.91592 0.06105
C -1.72662 0.81244 -0.69988
C -0.94581 0.14407 0.56227
N 1.42753 -2.08791 0.02736
O 1.06128 1.68507 0.49376
I 3.66367 0.12657 0.00713
H -1.09098 0.45779 -1.55523
H -1.74629 1.85278 -0.58925
H -2.81223 0.36716 -0.75351
H -1.26345 0.55918 1.47106
H -0.97614 -0.87954 0.36208
H 2.15336 -2.76136 0.18308
*
```

Summary:
HOMO level = -8.568 eV

Results of the Mulliken charge analysis, in e, for atoms 1 through 8: C 0.429; C 0.029; C -1.019; C -0.431; N -0.498; O -0.408; I -0.025; H 0.331

=====

Molecular formula: C4H6INS
Method: DFT, the ωB97M-V functional and the def2-TZVPD basis

ORCA input file:
```
! RIJCOSX wB97M-V def2-TZVPD def2/J DEFGRID3
* xyz 0 1
C 0.95649 -2.25113 -0.99303
C -0.45016 -0.59996 -0.07764
C 0.25255 0.55090 -0.14605
C -0.37842 1.88673 -0.11012
N -0.00666 -1.92669 -0.26324
S 2.63509 -1.50932 1.02680
I 2.35054 0.61788 0.15884
H 1.15668 -1.76252 -1.90611
H 1.25192 -3.24615 -1.04548
H -1.59840 -0.61002 -0.03674
H -1.16890 1.94481 -0.81022
H 0.42233 2.60007 -0.39969
H -0.83102 2.21361 0.79479
*
```

Summary:
HOMO level = -8.164 eV

Results of the Mulliken charge analysis, in e, for atoms 1 through 8: C -0.485; C -0.108; C 0.401; C -1.232; N -0.412; S -0.431; I 0.434; H 0.290

=====

Molecular formula: C4H6InO3
Method: DFT, the ωB97M-V functional and the def2-TZVPD basis

ORCA input file:
```
! RIJCOSX wB97M-V def2-TZVPD def2/J DEFGRID3
* xyz 3 1
In -9.35478 26.44457 -3.56095
C -2.01070 27.79558 -3.62277
C -3.30736 28.30493 -4.50839
C -3.62668 27.51619 -5.75864
O -4.86590 26.92438 -5.50967
C -5.30160 27.24425 -4.26506
O -6.32180 26.94254 -3.76896
O -4.40939 28.15451 -3.72763
H -1.07180 27.93827 -4.16773
H -2.17557 26.75504 -3.32597
H -2.03321 28.41670 -2.71967
H -3.24677 29.41586 -4.72543
H -2.89268 26.73788 -6.06276
H -3.71260 28.30316 -6.56658
*
```

Summary:
HOMO level = -22.460 eV

Results of the Mulliken charge analysis, in e, for atoms 1 through 8: In 1.131; C -0.847; C 0.333; C -0.168; O -0.099; C 0.520; O -0.255; O -0.029

=====

Molecular formula: C4H6KO3
Method: DFT, the ωB97M-V functional and the def2-TZVPD basis

ORCA input file:
```
! RIJCOSX wB97M-V def2-TZVPD def2/J DEFGRID3
* xyz -1 1
O 1.83870 0.61353 -0.34750
C 0.73264 1.41055 -0.39498
O 0.98808 2.61288 -0.19739
C 1.64619 -0.79545 -0.78769
H 2.39017 -0.90838 -1.60304
C 2.12037 -1.67724 0.35996
H 3.14627 -1.44076 0.72073
H 1.45306 -1.62094 1.23876
H 2.12337 -2.73149 0.03318
K -1.01597 -0.26399 -1.38190
O -2.89161 0.49619 0.51686
C -3.90120 1.17843 0.55340
H -3.98820 2.08724 -0.07564
H -4.64188 1.03942 1.36526
*
```

Summary:
HOMO level = -1.458 eV

Results of the Mulliken charge analysis, in e, for atoms 1 through 8: O -0.003; C -0.511; O -0.517; C -0.207; H 0.015; C -1.032; H 0.251; H 0.182

=====

Molecular formula: C4H6LiO2Pd
Method: DFT, the ωB97M-V functional and the def2-TZVPD basis

ORCA input file:
```
! RIJCOSX wB97M-V def2-TZVPD def2/J DEFGRID3
* xyz 2 4
O -1.37658 0.47756 1.38999
C -0.35219 0.56259 0.82031
C 0.44459 0.91026 -0.15593
Li -1.20638 -0.73236 2.20821
Pd -2.28550 0.76413 0.05815
H 0.94539 1.86554 -0.12231
H 0.73846 0.20337 -0.91539
C -1.43696 2.73933 -1.17209
C -1.43206 1.26830 -1.50806
O -0.23715 3.35496 -1.31882
H -2.25873 3.35269 -0.81787
H -2.39854 0.76566 -1.55825
H -0.65259 0.63794 -1.92648
H -0.34162 4.31020 -1.31434
*
```

Summary:
HOMO level (spin up / spin down) = -15.968 / -19.431 eV
⟨S²⟩ = 3.76

Results of the Mulliken charge analysis, in e, for atoms 1 through 8: O -0.796; C 0.563; C -0.938; Li 0.842; Pd 0.743; H 0.371; H 0.500; C 0.179

=====

Molecular formula: C4H6LiOYb
Method: DFT, the ωB97M-V functional and the def2-TZVPD basis

ORCA input file:
```
! RIJCOSX wB97M-V def2-TZVPD def2/J DEFGRID3
* xyz 0 2
C -2.04705 -0.44436 -1.43051
C -2.74202 -0.97947 -0.53088
H -3.67550 -1.23135 -0.04668
H -1.14086 0.29153 0.85224
O -0.26445 0.83478 0.52045
C 0.87124 0.06518 0.97129
C 1.74275 -0.25303 -0.22064
Li -1.05380 1.42707 -1.11489
Yb 2.08348 2.06858 -1.42837
H 0.45579 -0.81965 1.48690
H 1.38085 0.58559 1.79851
H 1.66651 -0.98177 -1.04780
H 2.72307 -0.56310 0.19037
*
```

Summary:
HOMO level (spin up / spin down) = -6.153 / -7.572 eV
⟨S²⟩ = 0.76

Results of the Mulliken charge analysis, in e, for atoms 1 through 8: C -0.541; C -0.524; H 0.333; H 0.295; O -0.520; C 0.031; C -1.429; Li 0.630

=====

Molecular formula: C4H6Mg2O5
Method: DFT, the ωB97M-V functional and the def2-TZVPD basis

ORCA input file:
```
! RIJCOSX wB97M-V def2-TZVPD def2/J DEFGRID3
* xyz -1 2
O -1.57606 1.57706 0.66886
C -2.41974 0.56980 0.22481
C -1.72107 -0.34951 -0.77152
O -0.44595 -0.69054 -0.19103
C 0.33321 -1.60055 -0.83827
Mg 0.21820 0.98723 0.90134
H -3.31882 0.96634 -0.28632
H -2.78685 -0.05370 1.06666
H -1.52403 0.16511 -1.72428
H -2.28865 -1.27256 -0.95650
H 1.39298 -1.65102 -0.59897
H -0.18528 -2.34478 -1.44458
O 1.71733 0.08066 2.00664
C 2.59310 0.62162 1.23797
O 2.09849 1.30475 0.21644
O 3.82905 0.38023 1.23545
Mg 4.08409 1.30987 -0.74670
*
```

Summary:
HOMO level (spin up / spin down) = -1.420 / -1.411 eV
⟨S²⟩ = 0.75

Results of the Mulliken charge analysis, in e, for atoms 1 through 8: O -0.678; C -0.380; C -0.399; O -0.250; C -0.598; Mg 0.993; H 0.336; H 0.239